Molecular formula: C16H36BI2N3O6P
Method: DFT, ωB97M-V/def2-TZVPD

The calculation puts the molecular weight at 662.07 g/mol. For the LUMO energy, the calculation gives -4.010 eV. As for the net charge: +1. The orbital gap comes out at 0.2507 Eh. The HOMO energy comes out at -10.8 eV. For the total energy, the calculation gives -2208.39118 hartree.

Element x y z (Å)
C 1.513 2.845 0.452
B 0.348 2.376 -0.484
O 0.131 1.072 -0.820
C -0.589 3.530 -1.106
C -1.502 3.171 -2.175
N -2.722 3.421 -1.863
C -2.877 3.953 -0.507
P -3.683 2.688 0.555
O -3.653 3.027 1.972
O -2.908 1.359 0.187
O -5.125 2.476 -0.068
C -1.423 4.386 -0.107
C -1.325 5.890 -0.292
I -0.865 6.581 -2.232
C -1.533 6.761 0.702
C -1.506 8.257 0.556
I -1.942 6.124 2.661
H 1.270 2.682 1.502
H 1.682 3.915 0.348
H 2.440 2.335 0.210
H -0.011 0.550 -0.026
H 0.165 4.174 -1.580
H -1.256 2.740 -3.132
H -3.553 3.272 -2.421
H -3.509 4.834 -0.423
H -2.886 0.809 0.981
H -5.589 3.309 -0.192
H -1.149 4.060 0.886
H -2.151 8.699 1.305
H -1.931 8.522 -0.406
H -0.498 8.644 0.645
C 1.072 -3.089 -2.398
C 2.519 -3.563 -2.488
C 3.407 -3.040 -1.351
O 3.798 -1.685 -1.485
C 2.859 -0.752 -1.001
N 3.043 -3.229 -3.814
H 0.959 -2.044 -2.689
H 0.444 -3.677 -3.067
H 0.685 -3.208 -1.383
H 2.512 -4.653 -2.399
H 4.337 -3.614 -1.354
H 2.931 -3.201 -0.374
H 2.339 -1.126 -0.112
H 2.129 -0.486 -1.769
H 3.407 0.152 -0.730
H 3.969 -3.632 -3.923
H 3.204 -2.225 -3.840
C -0.440 -6.318 2.886
C 0.893 -5.578 2.879
C 0.748 -4.049 2.883
O 0.394 -3.490 1.629
C -0.989 -3.474 1.337
N 1.699 -6.060 1.754
H -0.934 -6.277 1.916
H -0.281 -7.369 3.121
H -1.118 -5.904 3.635
H 1.420 -5.842 3.800
H 1.722 -3.617 3.129
H 0.045 -3.719 3.658
H -1.596 -3.288 2.228
H -1.310 -4.406 0.866
H -1.159 -2.665 0.623
H 2.628 -5.650 1.802
H 1.300 -5.682 0.899